Here is a cluster of 6 separate species, C36H84BN7O in total from the OMol25 dataset. Energies are from ωB97M-V with the def2-TZVPD basis set.

Values from the calculation:
Gap between HOMO and LUMO: 0.2929 Eh
Lowest unoccupied orbital energy: 0.06 eV
E_tot: -1905.2863 Eh
SMILES: CCB(O)[C@H](C#N)CC#N.CCN(CC)CC.CCN(CC)CC.CCN(CC)CC.CCN(CC)CC.CCN(CC)CC
Charge: 0
Spin multiplicity: 1

Element x y z (Å)
C  2.0020  -5.0192  -1.7217
C  0.5260  -5.0961  -1.0286
B  -0.6246  -4.2751  -1.8263
O  -0.2477  -3.1348  -2.6778
C  -2.2337  -4.6264  -1.8156
C  -3.0651  -3.3476  -1.2573
N  -3.8613  -2.4350  -1.1294
C  -2.5990  -5.9959  -1.0264
C  -2.7065  -7.1873  -2.1259
N  -2.6468  -7.9571  -3.0671
H  2.0598  -4.2743  -2.5883
H  2.3336  -6.0578  -2.1065
H  2.7259  -4.7033  -0.8706
H  0.6163  -4.7949  0.0822
H  0.2283  -6.2168  -1.0662
H  -0.1829  -3.5492  -3.5793
H  -2.5052  -4.8279  -2.9297
H  -1.8293  -6.2988  -0.2308
H  -3.6144  -5.9267  -0.4696
C  4.3944  -0.5885  -4.6427
C  2.9610  -0.4125  -4.1515
N  2.8467  -0.0762  -2.7347
C  1.4697  -0.1355  -2.2420
C  0.4645  0.8618  -2.8170
C  3.6112  1.0843  -2.2845
C  3.3086  2.4251  -2.9514
H  4.9098  -1.3733  -4.0815
H  4.3888  -0.8772  -5.6975
H  4.9728  0.3347  -4.5651
H  2.4430  -1.3611  -4.3302
H  2.4691  0.3373  -4.7851
H  1.4722  -0.0399  -1.1502
H  1.0877  -1.1447  -2.4317
H  0.5946  1.8573  -2.3903
H  -0.5534  0.5452  -2.5693
H  0.5231  0.9375  -3.9057
H  4.6771  0.8693  -2.4180
H  3.4985  1.1960  -1.1998
H  3.1734  2.3400  -4.0306
H  4.1409  3.1131  -2.7776
H  2.4210  2.8916  -2.5218
C  0.7614  1.2523  2.1497
C  1.9111  2.2267  2.3855
N  2.2089  3.0935  1.2476
C  3.4478  3.8535  1.4161
C  3.5012  4.8892  2.5385
C  1.0865  3.8606  0.7096
C  0.3755  4.8227  1.6611
H  0.9643  0.6032  1.2929
H  0.6317  0.6169  3.0302
H  -0.1872  1.7670  1.9821
H  2.7986  1.6255  2.6107
H  1.6896  2.8093  3.2893
H  3.6991  4.3482  0.4710
H  4.2620  3.1376  1.5805
H  2.9576  5.7972  2.2755
H  4.5386  5.1861  2.7187
H  3.1065  4.5064  3.4826
H  0.3437  3.1578  0.3165
H  1.4166  4.4174  -0.1751
H  0.2251  4.3992  2.6551
H  -0.6099  5.0713  1.2568
H  0.9204  5.7626  1.7585
C  1.1293  -7.7877  1.9503
C  2.4738  -8.3278  1.4744
N  3.5822  -7.3854  1.6080
C  4.8030  -7.8408  0.9419
C  5.4804  -9.1007  1.4795
C  3.7831  -6.8120  2.9369
C  4.0543  -7.7814  4.0874
H  0.8526  -6.8824  1.4024
H  0.3504  -8.5362  1.7789
H  1.1297  -7.5637  3.0192
H  2.3581  -8.5866  0.4163
H  2.6760  -9.2667  2.0061
H  5.5353  -7.0257  0.9341
H  4.5659  -8.0118  -0.1150
H  6.0334  -8.9006  2.3978
H  6.2074  -9.4696  0.7500
H  4.7722  -9.9111  1.6675
H  2.8999  -6.2170  3.1933
H  4.5944  -6.0762  2.8956
H  3.4229  -8.6699  4.0486
H  3.8578  -7.2796  5.0390
H  5.0990  -8.0938  4.1079
C  -1.8442  3.2044  -5.3541
C  -3.3611  3.2850  -5.2140
N  -4.0646  2.0530  -5.5630
C  -5.5157  2.2248  -5.6373
C  -6.2580  2.5798  -4.3496
C  -3.6222  0.8425  -4.8746
C  -3.7057  0.8310  -3.3485
H  -1.5561  2.9463  -6.3772
H  -1.4007  4.1749  -5.1142
H  -1.4056  2.4730  -4.6717
H  -3.7018  4.0848  -5.8804
H  -3.5961  3.6079  -4.1912
H  -5.9647  1.3200  -6.0622
H  -5.7242  3.0107  -6.3730
H  -6.3749  1.7123  -3.6993
H  -7.2665  2.9304  -4.5887
H  -5.7650  3.3753  -3.7860
H  -2.5838  0.6426  -5.1608
H  -4.1745  -0.0198  -5.2656
H  -3.3828  1.7719  -2.9008
H  -3.0597  0.0409  -2.9555
H  -4.7169  0.6079  -3.0062
C  -1.5369  7.1359  4.0220
C  -2.6604  6.1140  4.1624
N  -2.7744  5.5230  5.4938
C  -3.7028  4.3929  5.5397
C  -5.1795  4.6722  5.2633
C  -2.8920  6.4620  6.6069
C  -4.0763  7.4286  6.5895
H  -0.5671  6.6909  4.2622
H  -1.4952  7.4972  2.9906
H  -1.6903  8.0077  4.6618
H  -2.4587  5.3158  3.4398
H  -3.5997  6.5891  3.8502
H  -3.6167  3.8946  6.5119
H  -3.3603  3.6464  4.8133
H  -5.6699  5.1344  6.1207
H  -5.7043  3.7315  5.0717
H  -5.3302  5.3096  4.3889
H  -1.9708  7.0521  6.6594
H  -2.9034  5.9056  7.5512
H  -4.2664  7.8455  5.5997
H  -3.8728  8.2643  7.2650
H  -4.9875  6.9494  6.9495


Here is a cluster of 7 separate species, C36H84N4O6S3 in total from the OMol25 dataset. Energies are from ωB97M-V with the def2-TZVPD basis set.

Values from the calculation:
Gap between HOMO and LUMO: 0.3098 Eh
Lowest unoccupied orbital energy: 0.27 eV
E_tot: -3286.8677 Eh
SMILES: O=S1(=O)CCCC1.O=S1(=O)CCCC1.O=S1(=O)CCCC1.CCN(CC)CC.CCN(CC)CC.CCN(CC)CC.CCN(CC)CC
Charge: 0
Spin multiplicity: 1

Element x y z (Å)
C  -5.7966  4.9454  -4.4954
C  -5.2269  4.3594  -3.2238
N  -3.8212  3.9236  -3.3801
C  -2.8696  5.0011  -3.6287
C  -2.4675  5.1373  -5.1084
C  -3.4912  3.0368  -2.2787
C  -2.3052  2.1191  -2.6100
H  -5.6173  4.3395  -5.3823
H  -5.5624  5.9920  -4.7055
H  -6.8873  4.9172  -4.3778
H  -5.3579  4.9931  -2.3399
H  -5.8332  3.4545  -3.1472
H  -3.1840  5.9155  -3.1116
H  -1.9763  4.6820  -3.0784
H  -3.3378  4.8365  -5.6850
H  -2.1330  6.1590  -5.2841
H  -1.6244  4.4790  -5.3077
H  -4.3202  2.4575  -1.8754
H  -3.2158  3.6226  -1.3779
H  -2.5479  1.1274  -2.2012
H  -1.4136  2.2663  -2.0001
H  -2.1281  2.0351  -3.6777
C  3.7964  -0.8332  4.8650
C  4.6494  -1.5778  5.9517
N  4.2952  -2.9600  6.1848
C  2.9858  -3.2415  6.7198
C  2.6280  -2.5110  8.0307
C  4.5491  -3.8167  5.0138
C  6.0385  -3.9100  4.6329
H  3.3624  -1.5612  4.1663
H  4.3475  -0.0979  4.2878
H  2.8448  -0.4955  5.2854
H  5.7193  -1.4695  5.8009
H  4.4540  -0.9670  6.8363
H  2.1518  -3.0574  6.0259
H  2.8654  -4.2794  7.0406
H  1.5768  -2.6323  8.3017
H  3.2081  -2.9463  8.8419
H  2.7142  -1.4341  7.8728
H  4.0405  -3.4459  4.1187
H  4.2300  -4.8089  5.3327
H  6.3868  -2.9110  4.3721
H  6.0844  -4.5324  3.7377
H  6.6967  -4.3345  5.3882
C  -7.4652  -2.1340  1.6445
C  -6.8904  -0.7258  1.8714
N  -5.6550  -0.5871  1.1222
C  -5.6950  -0.6490  -0.3413
C  -4.3701  -1.1631  -0.8901
C  -4.8774  0.5841  1.5589
C  -5.5707  1.9671  1.3331
H  -8.1409  -2.4737  2.4336
H  -6.6605  -2.8449  1.4645
H  -8.1652  -2.1461  0.8034
H  -7.6712  -0.0698  1.4618
H  -6.6420  -0.5900  2.9205
H  -6.5132  -1.3291  -0.6060
H  -6.0790  0.2610  -0.8251
H  -4.1716  -2.2046  -0.6543
H  -4.3958  -1.0843  -1.9823
H  -3.5529  -0.5089  -0.5866
H  -3.8584  0.7013  1.1855
H  -4.6670  0.4004  2.6176
H  -5.5189  2.5775  2.2329
H  -6.6311  1.7815  1.1690
H  -5.0450  2.4073  0.4912
C  4.5165  5.0884  -4.7732
C  4.5700  4.0106  -3.6578
N  3.3857  3.1974  -3.6193
C  3.6744  1.8669  -3.0856
C  4.2807  1.8181  -1.6603
C  2.2297  3.8498  -3.0231
C  1.0915  4.3109  -3.9200
H  5.3117  5.8314  -4.7648
H  3.5187  5.5327  -4.7868
H  4.6015  4.6054  -5.7515
H  5.3975  3.3985  -4.0235
H  4.8346  4.5283  -2.7270
H  4.1991  1.2905  -3.8466
H  2.7382  1.3099  -2.9531
H  4.5109  0.7655  -1.4711
H  3.6025  1.9757  -0.8175
H  5.1174  2.5057  -1.5700
H  1.7940  3.1570  -2.2914
H  2.5534  4.6612  -2.3545
H  0.3299  4.7711  -3.2886
H  1.4418  5.1560  -4.5212
H  0.7500  3.5141  -4.5757
C  0.1516  1.6507  1.8687
C  -0.4778  1.8606  0.5046
C  0.4940  1.2982  -0.5001
S  1.2052  -0.2332  0.3455
O  2.6582  -0.2790  0.3973
O  0.4566  -1.4193  -0.0508
C  0.4692  0.1913  2.0130
H  -0.4682  1.9636  2.7089
H  1.1119  2.1789  1.8799
H  -0.7258  2.9029  0.2955
H  -1.4607  1.3743  0.4622
H  1.3103  2.0230  -0.5576
H  0.2819  0.9596  -1.5098
H  1.1800  -0.1900  2.7408
H  -0.4253  -0.4300  2.0466
C  -1.5785  -5.2052  2.4026
C  -0.5713  -5.9533  3.3233
C  0.6975  -5.1108  3.5063
S  0.3904  -3.4628  2.8859
O  1.5362  -3.0944  2.0551
O  -0.1041  -2.5373  3.8908
C  -0.9155  -4.0609  1.6902
H  -2.5747  -5.0356  2.8015
H  -1.7883  -5.9515  1.6211
H  -0.4405  -7.0212  3.2092
H  -1.1688  -5.7989  4.2313
H  1.5169  -5.4658  2.8834
H  1.0763  -4.9670  4.5185
H  -0.2666  -4.3577  0.8670
H  -1.5704  -3.2735  1.3256
C  1.6952  -2.6478  -3.3376
C  2.4842  -3.3264  -2.1939
C  3.7738  -3.9537  -2.7897
S  4.3032  -2.8302  -4.0728
O  4.3003  -3.5312  -5.3346
O  5.4216  -2.0194  -3.6951
C  2.7975  -1.7966  -3.9661
H  0.8237  -2.0235  -3.1591
H  1.3917  -3.4450  -4.0204
H  1.8511  -4.1691  -1.8952
H  2.6150  -2.7659  -1.2710
H  3.5454  -4.8983  -3.2771
H  4.6005  -4.0895  -2.0955
H  2.5612  -1.3493  -4.9324
H  3.1154  -1.0012  -3.2888


Here is a cluster of 8 separate species, C36H85N2O14 in total from the OMol25 dataset. Energies are from ωB97M-V with the def2-TZVPD basis set.

Values from the calculation:
Gap between HOMO and LUMO: 0.2851 Eh
Lowest unoccupied orbital energy: -2.65 eV
E_tot: -2585.0056 Eh
Charge: +1
Spin multiplicity: 1

Element x y z (Å)
C  -9.1166  0.9167  2.6298
C  -7.8037  0.1232  2.4737
C  -8.0197  -1.3836  2.7676
C  -7.1596  0.2948  1.1035
C  -6.7567  1.7357  0.7307
C  -5.7351  2.2544  1.6702
N  -5.9728  3.0570  2.7018
C  -4.8041  3.3049  3.3951
C  -3.8317  2.6282  2.7504
N  -4.4356  1.9916  1.6865
H  -9.2596  1.1872  3.6748
H  -9.1238  1.8409  2.0530
H  -9.9609  0.3033  2.3271
H  -7.1222  0.4859  3.2490
H  -7.4069  -1.7020  3.6077
H  -9.0538  -1.5669  3.0452
H  -7.7646  -1.9846  1.8985
H  -6.2403  -0.2997  1.1001
H  -7.7884  -0.1236  0.3188
H  -6.3385  1.7327  -0.2748
H  -7.6082  2.4110  0.7480
H  -6.8947  3.4005  2.9197
H  -4.7617  3.9157  4.2766
H  -2.7836  2.5571  2.9865
H  -3.9865  1.3953  1.0090
C  -0.4565  1.0515  2.8514
O  -0.2220  1.9281  3.9363
C  -0.0049  1.2428  5.1674
C  1.4684  1.1555  5.4919
O  2.1280  0.3552  4.5261
C  2.8763  1.0981  3.5775
H  -0.4193  1.6449  1.9367
H  0.2925  0.2602  2.7859
H  -1.4499  0.5878  2.9401
H  -0.4295  0.2359  5.1160
H  -0.5241  1.7935  5.9574
H  1.5880  0.6803  6.4698
H  1.9156  2.1524  5.5428
H  3.7687  1.5305  4.0393
H  2.2789  1.8962  3.1285
H  3.1883  0.4057  2.7967
C  1.8958  -2.7922  3.5328
O  1.3880  -3.2036  2.2700
C  2.3006  -2.9950  1.2037
C  2.9774  -4.2817  0.7886
O  3.8413  -4.7651  1.8011
C  3.2994  -5.8443  2.5407
H  1.1947  -3.1442  4.2890
H  2.8797  -3.2219  3.7352
H  1.9502  -1.7015  3.5847
H  3.0518  -2.2474  1.4779
H  1.7276  -2.6037  0.3556
H  3.5920  -4.0880  -0.0973
H  2.2303  -5.0359  0.5215
H  3.2435  -6.7483  1.9255
H  2.3033  -5.6085  2.9247
H  3.9682  -6.0316  3.3785
C  -2.8714  -4.6339  -2.4492
O  -2.4625  -3.8719  -1.3272
C  -2.1229  -4.6776  -0.2062
C  -0.6281  -4.8267  -0.0480
O  -0.0611  -5.5813  -1.1110
C  0.5954  -4.7807  -2.0760
H  -2.9510  -3.9592  -3.3002
H  -2.1482  -5.4178  -2.6868
H  -3.8496  -5.0912  -2.2648
H  -2.5913  -5.6632  -0.2860
H  -2.5231  -4.1813  0.6841
H  -0.4248  -5.3661  0.8818
H  -0.1529  -3.8455  0.0247
H  1.5228  -4.3659  -1.6668
H  -0.0432  -3.9637  -2.4223
H  0.8477  -5.4152  -2.9237
C  0.3090  4.7118  2.8538
O  0.8086  5.9673  2.4451
C  1.8593  5.8635  1.4926
C  1.3747  6.1377  0.0902
O  0.4672  5.1320  -0.3555
C  -0.8832  5.5378  -0.3064
H  -0.5861  4.8919  3.4491
H  0.0460  4.0896  1.9921
H  1.0326  4.1758  3.4728
H  2.3199  4.8715  1.5399
H  2.6193  6.6038  1.7565
H  2.2335  6.1322  -0.5870
H  0.9069  7.1251  0.0374
H  -1.0936  6.2979  -1.0665
H  -1.1511  5.9339  0.6779
H  -1.4950  4.6597  -0.5176
C  3.6564  7.9435  -2.7035
O  4.3525  7.0964  -1.8070
C  5.1460  6.1184  -2.4694
C  6.6089  6.4928  -2.4735
O  6.8514  7.6411  -3.2688
C  7.0380  8.8251  -2.5165
H  3.2150  8.7518  -2.1223
H  4.3252  8.3703  -3.4542
H  2.8538  7.3925  -3.2073
H  4.7931  5.9668  -3.4929
H  5.0240  5.1748  -1.9274
H  7.1787  5.6653  -2.9081
H  6.9623  6.6517  -1.4496
H  7.9904  8.7976  -1.9764
H  6.2251  8.9817  -1.8025
H  7.0593  9.6562  -3.2189
C  -3.6594  -8.8418  -2.4467
O  -4.7642  -8.1061  -1.9496
C  -5.6600  -7.6979  -2.9720
C  -6.8970  -8.5655  -3.0161
O  -6.5948  -9.8888  -3.4185
C  -6.5534  -10.8148  -2.3483
H  -3.1218  -9.2541  -1.5948
H  -3.9816  -9.6609  -3.0935
H  -2.9806  -8.1872  -3.0046
H  -5.1626  -7.7066  -3.9466
H  -5.9591  -6.6670  -2.7525
H  -7.5946  -8.1489  -3.7499
H  -7.3902  -8.5621  -2.0390
H  -7.5574  -10.9924  -1.9485
H  -5.9009  -10.4697  -1.5422
H  -6.1646  -11.7508  -2.7444
C  5.8714  2.0255  -4.9507
O  6.5963  2.8820  -4.0873
C  7.1502  2.2111  -2.9663
C  8.6308  1.9602  -3.1368
O  8.8876  1.0366  -4.1792
C  9.3299  1.6436  -5.3802
H  5.6374  2.5921  -5.8501
H  6.4562  1.1449  -5.2264
H  4.9339  1.7039  -4.4832
H  6.6282  1.2659  -2.7886
H  6.9995  2.8519  -2.0903
H  9.0256  1.5313  -2.2102
H  9.1510  2.9053  -3.3212
H  10.3426  2.0432  -5.2638
H  8.6603  2.4478  -5.6953
H  9.3449  0.8716  -6.1471


> Which value of lowest unoccupied orbital energy does entry 2 give?

0.27 eV


> Which of these has the highest lowest unoccupied orbital energy?

C36H84N4O6S3


> The highest E_tot belongs to which entry?

C36H84BN7O